A molecular structure, C27H23N2O3ReSi, computed with ωB97M-V/def2-TZVPD.

Last column: Mulliken charge in e.
CARTESIAN COORDINATES (ANGSTROEM)
Re 0.36536 0.27363 -1.70854  1.00
C 4.30776 -1.49816 -2.48171  -0.43
O 5.04588 -0.58050 -1.68209  -0.42
C 4.50911 0.45095 -0.99602  0.29
C 5.43165 1.17457 -0.24588  -0.55
C 5.05325 2.25549 0.53554  -0.77
C 3.74046 2.65239 0.56466  -1.09
C 2.76549 1.96505 -0.18002  0.49
C 1.44185 2.48401 -0.11415  -0.04
N 0.34941 2.01023 -0.67337  0.45
N -0.83574 2.63994 -0.49316  -1.18
C -1.80457 1.98603 -1.08646  0.61
O -1.51447 0.91133 -1.78874  -0.61
C -3.19670 2.35520 -0.86168  0.62
C -4.19800 1.54962 -1.40939  -0.40
C -5.52500 1.81665 -1.12955  -0.68
C -5.85598 2.88301 -0.30432  -0.41
C -4.86107 3.69199 0.23120  -0.64
C -3.53063 3.43362 -0.04106  -0.26
C 3.15261 0.83606 -0.96377  1.33
O 2.22330 0.17135 -1.66558  -0.78
H 5.05095 -2.18603 -2.87510  0.29
H 3.80694 -1.00663 -3.31369  0.27
H 3.58748 -2.05966 -1.88489  0.02
H 6.46620 0.86261 -0.29539  0.48
H 5.79548 2.78829 1.11273  0.42
H 3.43227 3.49812 1.16582  0.41
H 1.29212 3.39107 0.46276  0.49
H -3.91391 0.71524 -2.03499  0.40
H -6.29960 1.18664 -1.54587  0.42
H -6.89409 3.08474 -0.07503  0.42
H -5.12420 4.52392 0.87076  0.41
H -2.74235 4.04454 0.37641  0.46
C 3.24589 -3.10414 1.81707  -0.48
C 2.43960 -2.05192 2.23355  -0.79
C 1.34939 -1.67087 1.46819  -0.07
C 1.04420 -2.34177 0.28066  0.50
C 1.86276 -3.39788 -0.12457  -0.66
C 2.95489 -3.78000 0.64129  -0.52
Si -0.43908 -1.82846 -0.75830  0.22
C -1.96964 -1.65234 0.31518  0.68
C -2.90306 -2.68863 0.37137  -0.60
C -4.01505 -2.59344 1.19439  -0.65
C -4.21153 -1.46087 1.97111  -0.53
C -3.28647 -0.42736 1.93580  -0.78
C -2.17432 -0.52733 1.11644  -0.01
H 4.09792 -3.39847 2.41567  0.43
H 2.65413 -1.53611 3.16051  0.43
H 0.71788 -0.85306 1.80332  0.32
H 1.63675 -3.93421 -1.04032  0.37
H 3.57326 -4.60896 0.32170  0.43
H -0.64597 -2.81972 -1.85024  -0.18
H -2.76129 -3.57741 -0.23354  0.35
H -4.72880 -3.40622 1.22847  0.42
H -5.08123 -1.38672 2.61084  0.41
H -3.43243 0.46038 2.53873  0.42
H -1.44909 0.28016 1.11323  0.25

Atoms 1-2, force components in eV/Å:
Re -0.5 1.1 -0.6
C -0.1 -0.1 0.0

Calculated values
frontier orbital gap (alpha / beta)	6.29 / 6.06	eV
multiplicity	4
<S²>	3.80
net charge	+1
strongest force on any atom	1.80	eV/A
DFT total energy	-47494.5257	eV
E_LUMO (alpha / beta)	-5.01 / -5.36	eV

***

A molecular structure, C27H23N4O4ReS, computed with ωB97M-V/def2-TZVPD.

Last column: Mulliken charge in e.
CARTESIAN COORDINATES (ANGSTROEM)
Re 0.33395 -0.81159 -0.28026  0.98
O 2.35295 -0.69954 -0.92058  -0.18
C 3.31632 -1.44742 -0.51335  0.46
C 4.48421 -1.52309 -1.31249  -0.78
C 5.56380 -2.27339 -0.93107  -0.54
C 5.55390 -2.97444 0.28105  -0.85
C 4.44497 -2.92296 1.08211  -0.99
C 3.29326 -2.19500 0.71513  0.71
C 2.17370 -2.24334 1.59096  -0.06
N 0.97137 -1.79834 1.37241  0.28
C -0.01810 -1.99806 2.42766  -0.60
C -1.11841 -0.93472 2.30346  -1.06
N -1.39455 -0.72354 0.88632  0.15
C -2.52376 -0.14195 0.58316  -0.56
C -3.10441 -0.07512 -0.70045  0.61
C -4.14974 0.81894 -0.97996  -0.64
C -4.82452 0.76242 -2.17067  -0.68
C -4.48679 -0.21225 -3.12902  -0.47
C -3.48507 -1.10461 -2.89834  -0.58
C -2.72217 -1.07644 -1.68454  0.54
O -1.80626 -1.90043 -1.46946  -0.77
H 4.48877 -0.96557 -2.23738  0.51
H 6.43616 -2.31399 -1.56494  0.45
H 6.41159 -3.55829 0.57596  0.42
H 4.43731 -3.45867 2.01983  0.42
H 2.36241 -2.73687 2.54308  0.38
H 0.45474 -1.95578 3.41454  0.54
H -0.46624 -2.99024 2.29900  0.30
H -0.78700 0.00839 2.76026  0.35
H -2.02270 -1.26845 2.82268  0.55
H -3.11078 0.28792 1.39722  0.50
H -4.40490 1.57091 -0.24661  0.43
H -5.62500 1.45167 -2.37861  0.42
H -5.02115 -0.23632 -4.06776  0.40
H -3.20149 -1.84983 -3.62697  0.48
O 0.52182 0.29368 -4.18107  -0.68
C 0.29159 -0.32422 -3.16260  0.35
O -0.11506 0.21610 -2.06706  -0.99
C 0.56356 -1.81802 -3.07377  0.88
C 0.82833 -2.58924 -4.19507  -0.79
C 1.21411 -3.90830 -4.02042  -0.40
C 1.31849 -4.40649 -2.73046  -1.02
C 0.98293 -3.58456 -1.66701  -0.45
N 0.61983 -2.32443 -1.84167  0.43
H 0.74808 -2.12966 -5.16569  0.58
H 1.44418 -4.52585 -4.87513  0.48
H 1.65446 -5.41501 -2.54888  0.48
H 1.02872 -3.93395 -0.64503  0.49
S 0.74452 1.40849 0.83513  -0.55
C 1.80275 2.17906 -0.26862  0.84
N 1.49151 2.22764 -1.57678  0.20
C 2.27824 2.80422 -2.49071  -0.20
C 3.45050 3.40668 -2.11221  -0.71
C 3.80807 3.40124 -0.75780  -0.27
C 2.98071 2.80217 0.16280  -0.73
H 0.65295 1.68814 -1.88685  0.11
H 1.94447 2.75336 -3.51682  0.50
H 4.08383 3.87013 -2.84791  0.44
H 4.73408 3.85722 -0.44054  0.43
H 3.21977 2.78384 1.21275  0.45

Atoms 1-2, force components in eV/Å:
Re 0.5 1.3 -1.3
O -1.7 0.7 0.1

Calculated values
frontier orbital gap (alpha / beta)	6.62 / 5.33	eV
multiplicity	4
<S²>	3.78
net charge	+1
strongest force on any atom	1.89	eV/A
relative energy (zero: lowest compared OMol25 entry of this formula, charge and spin)	51.60	kJ/mol
DFT total energy	-55484.1715	eV
E_LUMO (alpha / beta)	-3.20 / -4.45	eV

***

A molecular structure, C27H23N6O6P, computed with ωB97M-V/def2-TZVPD.

Last column: Mulliken charge in e.
CARTESIAN COORDINATES (ANGSTROEM)
C -5.09614 0.39894 1.15962  -1.24
C -3.90135 1.17538 0.69383  -0.20
O -2.83806 0.19590 0.68042  -0.20
C -1.70443 0.69844 0.24009  0.60
C -0.57755 -0.27030 0.06448  0.41
P 0.85653 0.74891 -0.55403  2.41
C 0.44742 1.33401 -2.21052  0.51
C 0.58438 2.70226 -2.48677  -0.47
C 0.40762 3.16881 -3.78601  -0.73
C 0.05701 2.26284 -4.79495  -0.58
C -0.13054 0.90071 -4.51687  -0.82
C 0.05683 0.43316 -3.21577  -0.79
C 1.47805 2.13599 0.40489  0.34
C 2.70481 2.68154 -0.01252  -0.30
C 3.20146 3.81943 0.62139  -0.72
C 2.47021 4.40280 1.66071  -0.53
C 1.26863 3.84365 2.08288  -0.85
C 0.76477 2.69841 1.46937  -0.13
C 2.21504 -0.43012 -0.63923  0.45
C 2.79953 -0.77828 -1.86318  -0.46
C 3.85977 -1.68780 -1.88921  -0.69
C 4.33945 -2.22991 -0.69102  -0.55
C 3.76932 -1.86271 0.52803  -0.85
C 2.71923 -0.94959 0.56926  -0.20
O -1.65363 1.87679 -0.14911  -0.63
H -5.97239 1.04326 1.15340  0.43
H -5.31760 -0.44006 0.48853  0.31
H -4.96948 0.04482 2.18553  0.30
H -4.00016 1.54681 -0.32749  0.29
H -3.61077 1.97372 1.38187  0.30
H -0.68689 -0.81982 -0.87633  0.54
H 0.84853 3.39032 -1.68296  0.40
H 0.56972 4.22663 -4.00062  0.43
H -0.07096 2.61879 -5.81214  0.40
H -0.40040 0.18960 -5.30045  0.42
H -0.06049 -0.62931 -2.97494  0.51
H 3.25785 2.22686 -0.83810  0.43
H 4.13891 4.24142 0.29028  0.43
H 2.84125 5.30672 2.14541  0.39
H 0.68588 4.28054 2.88844  0.42
H -0.15691 2.22583 1.80240  0.28
H 2.43773 -0.33763 -2.78945  0.36
H 4.31025 -1.95723 -2.83844  0.43
H 5.17162 -2.93563 -0.70962  0.38
H 4.14805 -2.26587 1.47174  0.44
H 2.28909 -0.62499 1.52358  0.32
O -3.23506 -5.96365 1.75546  -0.57
N -2.51439 -5.26171 2.48832  0.90
O -2.20533 -5.58568 3.67749  -0.63
C -1.99593 -3.98984 2.01044  -0.63
C -1.35877 -3.14673 2.90704  -0.27
C -0.94868 -1.86681 2.45642  -0.40
N -0.16844 -1.00905 3.32809  0.86
O 0.19391 -1.41280 4.45991  -0.72
O 0.13458 0.14467 2.86822  -0.52
C -1.03389 -1.49570 1.08276  0.69
N -1.51245 -2.45313 0.24138  0.50
N -1.66350 -2.40961 -1.14221  -0.48
N -2.10548 -3.58017 -1.54617  -0.96
N -2.30715 -4.41893 -0.51231  -0.34
C -2.04027 -3.69767 0.61471  0.60
H -1.07893 -3.47680 3.92230  0.56
H 0.28857 -0.95039 0.84169  -0.61

Atoms 1-2, force components in eV/Å:
C -0.7 0.1 0.1
C -0.2 -0.6 0.1

Calculated values
frontier orbital gap	5.89	eV
strongest force on any atom	5.63	eV/A
relative energy (zero: lowest compared OMol25 entry of this formula, charge and spin)	119.28	kJ/mol
DFT total energy	-58873.9231	eV
E_LUMO	-0.62	eV

***

2 unconnected molecules or ions with the total composition C27H23NO4S, computed with ωB97M-V/def2-TZVPD.

Last column: Mulliken charge in e.
CARTESIAN COORDINATES (ANGSTROEM)
C 5.52616 -1.03894 3.49693  -0.59
C 4.78991 -0.68400 4.62896  -0.54
C 3.50406 -0.14926 4.49689  -0.32
C 2.94642 0.02879 3.22600  -0.20
S 1.33578 0.83241 3.03893  1.22
C 0.19309 -0.39190 2.63367  -1.09
C -1.17695 -0.31675 2.93430  0.96
C -1.96254 -1.52724 2.99239  -0.46
C -3.31157 -1.49554 3.27438  -0.43
C -3.97698 -0.25356 3.43301  -0.17
N -5.39746 -0.20150 3.48053  0.92
O -5.96121 0.91646 3.55242  -0.61
O -6.02490 -1.28618 3.41806  -0.61
C -3.23125 0.94914 3.39667  -0.55
C -1.87854 0.92887 3.14644  -0.58
O 1.07334 1.35026 4.36415  -0.69
O 1.49978 1.73588 1.91481  -0.64
C 3.70176 -0.28822 2.09464  -0.08
C 4.98216 -0.83518 2.22610  -0.34
H 6.52491 -1.46477 3.59657  0.38
H 5.21851 -0.80728 5.62327  0.37
H 2.94866 0.16398 5.37593  0.45
H 0.59876 -1.28001 2.14738  0.70
H -1.44907 -2.47984 2.81889  0.41
H -3.88402 -2.41588 3.38132  0.44
H -3.76882 1.87802 3.57436  0.45
H -1.33014 1.87022 3.08008  0.40
H 3.28477 -0.07223 1.11248  0.41
H 5.56236 -1.08498 1.33625  0.24
C 6.00789 -0.95818 -1.75176  -1.70
C 4.53854 -1.10336 -1.50759  1.19
C 3.68288 -0.04176 -1.83950  -0.72
C 2.33804 -0.10089 -1.53157  -0.53
C 1.77562 -1.24026 -0.87679  0.81
C 0.40025 -1.18985 -0.50865  -0.88
C -0.58679 -2.19714 -0.67636  1.18
C -1.94144 -1.78146 -0.84413  -0.31
C -2.98203 -2.69492 -0.82095  -0.67
C -2.71494 -4.05176 -0.57701  -0.36
C -1.38571 -4.49776 -0.50368  -0.84
C -0.33139 -3.60006 -0.64084  -0.27
C 2.65473 -2.31750 -0.56960  -0.11
C 3.99154 -2.26136 -0.93442  -1.29
H 6.54202 -1.88664 -1.53372  0.34
H 6.20867 -0.65817 -2.78770  0.49
H 6.42719 -0.17473 -1.10639  0.33
H 4.09909 0.84536 -2.32549  0.40
H 1.67425 0.72927 -1.78542  0.42
H 0.03229 -0.20450 -0.18815  0.35
H -2.13330 -0.71874 -0.99771  0.41
H -4.00862 -2.35227 -0.97157  0.38
H -3.54147 -4.75604 -0.47808  0.41
H -1.18111 -5.55635 -0.32844  0.40
H 0.69511 -3.95270 -0.68331  0.41
H 2.28366 -3.16470 0.00646  0.42
H 4.65088 -3.11334 -0.74843  0.30

Atoms 1-2, force components in eV/Å:
C -0.2 0.1 -0.1
C -0.2 0.1 -0.2

Calculated values
frontier orbital gap	3.68	eV
strongest force on any atom	2.18	eV/A
relative energy (zero: lowest compared OMol25 entry of this formula, charge and spin)	308.57	kJ/mol
DFT total energy	-48880.8616	eV
E_LUMO	-2.98	eV

***

Q: Which value of strongest force on any atom does entry 1 give?
A: 1.80 eV/A